ORCA calculation (the ωB97M-V functional and the def2-TZVPD basis) on a 6-piece molecular cluster, C42H91F3NO17 overall in a non-equilibrium geometry.

Last column: Mulliken charge in e.
Cartesian coordinates (Å):
C 2.04089 -3.73186 -0.16858  -0.41
O 2.98862 -2.86692 -0.76162  -0.46
C 3.08949 -3.00262 -2.15982  -1.36
C 1.89284 -2.38756 -2.93739  3.56
C 2.48803 -1.90352 -4.24203  0.11
F 3.39672 -0.97011 -4.03851  -0.22
F 3.11110 -2.88116 -4.88290  -0.32
F 1.58873 -1.40817 -5.06887  -0.25
C 1.27982 -1.17287 -2.21950  -2.94
C -0.25550 -1.08017 -2.08076  2.42
C -0.54275 -0.48736 -0.68394  -2.37
C -0.78712 -0.03196 -3.06675  -1.75
N -0.97518 -2.36349 -2.14311  0.72
O -2.23927 -2.23106 -2.03717  -0.65
C -0.58634 -3.28965 -3.22025  1.62
C -1.21944 -4.65185 -2.86428  -1.90
C -1.18903 -2.92573 -4.58245  -1.73
C 0.92289 -3.54522 -3.31299  -2.45
H 1.03709 -3.31979 -0.29105  0.09
H 2.25284 -3.74204 0.89278  0.21
H 2.12293 -4.75963 -0.51920  0.33
H 4.03529 -2.56332 -2.44590  0.32
H 3.17572 -4.06255 -2.39455  0.57
H 1.71055 -1.02627 -1.24155  0.45
H 1.57190 -0.29234 -2.77402  0.44
H -1.57716 -0.18095 -0.65387  0.50
H -0.34048 -1.21925 0.08596  0.37
H 0.06552 0.40414 -0.57493  0.46
H -0.32837 -0.09703 -4.04728  0.36
H -1.86407 -0.08413 -3.18296  0.45
H -0.55362 0.95154 -2.68071  0.29
H -0.80743 -5.43202 -3.48783  0.39
H -2.27978 -4.60630 -3.04951  0.41
H -1.03109 -4.85084 -1.81544  0.46
H -2.26681 -2.92244 -4.53599  0.45
H -0.90873 -3.72896 -5.25211  0.48
H -0.82197 -1.98948 -4.97725  0.28
H 1.10390 -3.93209 -4.30357  0.43
H 1.12680 -4.37465 -2.65317  0.66
C -3.03826 1.66570 3.80591  -0.54
O -1.83363 2.38616 3.66079  -0.31
C -0.73516 1.54374 3.35423  -0.54
C 0.31687 2.28307 2.55745  -0.66
O -0.01587 2.45913 1.18683  0.00
C -1.00758 3.42678 0.86388  -0.73
C -0.53783 4.85957 0.99413  0.33
O -0.50179 5.26652 2.35178  -0.34
C 0.40869 6.31901 2.57538  -0.70
H -2.98760 0.97941 4.65852  0.07
H -3.84082 2.38116 3.97702  0.29
H -3.26665 1.10275 2.89378  0.33
H -1.06854 0.66930 2.78328  0.29
H -0.29362 1.20331 4.30127  0.42
H 1.21673 1.66251 2.55243  0.35
H 0.58124 3.23092 3.02883  0.29
H -1.92822 3.25614 1.42347  0.24
H -1.23399 3.25462 -0.19159  0.44
H -1.22843 5.52363 0.45639  0.49
H 0.45899 4.94444 0.54886  -0.39
H 1.41560 6.04621 2.23677  0.23
H 0.44467 6.50439 3.64750  0.27
H 0.08395 7.23450 2.06746  0.33
C -5.52161 -4.76477 3.85224  -0.66
O -5.30763 -4.01282 5.02574  -0.24
C -5.68578 -4.71255 6.20072  -0.59
C -4.87545 -4.25261 7.39322  -0.35
O -3.55173 -4.76956 7.42852  -0.49
C -2.61014 -4.22862 6.51246  -0.07
C -2.14774 -2.82810 6.85035  -0.71
O -3.13224 -1.87094 6.49665  -0.20
C -3.02054 -0.67610 7.23612  -0.88
H -6.58848 -4.96320 3.69960  0.34
H -5.14751 -4.18334 3.01124  0.22
H -4.97232 -5.71311 3.89083  0.21
H -5.54847 -5.79189 6.06677  0.35
H -6.74862 -4.50967 6.39034  0.40
H -5.35848 -4.65076 8.28872  0.41
H -4.88071 -3.16539 7.48043  0.14
H -2.97792 -4.28909 5.48643  0.13
H -1.73872 -4.88502 6.58191  0.28
H -1.23180 -2.60337 6.28622  0.38
H -1.92988 -2.77128 7.92327  0.38
H -3.06400 -0.87202 8.31342  0.38
H -3.86374 -0.04086 6.96924  0.24
H -2.08854 -0.15410 6.98860  0.31
C -1.98454 -7.26575 3.82292  -0.84
O -0.66148 -7.45686 3.37447  -0.34
C 0.17169 -6.34265 3.64995  -0.08
C 1.61500 -6.76716 3.81362  -0.52
O 1.90274 -7.37536 5.06499  -0.49
C 1.43402 -8.70061 5.27751  -0.34
C 2.19778 -9.75887 4.51140  -0.59
O 1.81186 -9.77548 3.14679  -0.25
C 2.81015 -10.30989 2.30737  -0.78
H -2.46357 -6.44035 3.28249  0.32
H -2.53932 -8.18300 3.63286  0.38
H -2.00354 -7.06459 4.90069  0.33
H -0.15845 -5.83117 4.56185  0.02
H 0.09675 -5.64523 2.80374  0.40
H 2.22558 -5.86092 3.79334  0.37
H 1.94014 -7.39384 2.98181  0.21
H 0.36120 -8.77605 5.09438  0.12
H 1.59468 -8.88861 6.34156  0.41
H 1.98196 -10.74585 4.94278  0.42
H 3.27200 -9.55798 4.59995  0.35
H 3.75440 -9.76554 2.42361  0.33
H 2.47265 -10.19801 1.27835  0.23
H 2.96987 -11.37423 2.51451  0.32
C 4.92276 1.93104 -4.76004  -0.74
O 4.87782 3.09460 -3.96659  -0.30
C 4.33146 4.21420 -4.64158  -0.69
C 3.63449 5.12623 -3.65728  -0.39
O 2.35902 4.63637 -3.25634  -0.33
C 2.33576 3.51618 -2.37937  -0.17
C 2.73063 3.81881 -0.95333  -0.21
O 4.13710 3.95452 -0.82610  -0.35
C 4.50323 4.74294 0.28246  -0.74
H 5.59088 2.05171 -5.62043  0.39
H 5.29263 1.11980 -4.13600  0.19
H 3.91611 1.66853 -5.10537  0.31
H 3.60890 3.89898 -5.40339  0.36
H 5.15362 4.75330 -5.13198  0.42
H 3.42934 6.07294 -4.16429  0.40
H 4.27133 5.35231 -2.80088  0.18
H 2.91920 2.68877 -2.78566  -0.03
H 1.29006 3.19604 -2.36100  0.23
H 2.40416 2.99553 -0.30403  0.55
H 2.23071 4.74244 -0.63810  -0.01
H 4.03175 5.73211 0.23433  0.30
H 5.58347 4.87518 0.25376  0.26
H 4.23078 4.24951 1.22315  0.29
C -3.46127 8.30740 -7.29062  -0.79
O -2.20435 7.97470 -6.74629  -0.25
C -1.12504 8.38001 -7.57277  -0.59
C 0.11793 8.65120 -6.75302  -0.23
O 0.09748 9.89133 -6.05849  -0.46
C -0.74107 9.99128 -4.91487  -0.39
C -0.22826 9.24137 -3.70449  -0.54
O -0.46272 7.85082 -3.83408  -0.28
C 0.43014 7.07410 -3.06320  -0.67
H -3.64057 7.76847 -8.22811  0.32
H -4.22314 8.02033 -6.56796  0.23
H -3.53777 9.38692 -7.46557  0.34
H -1.38916 9.28275 -8.13569  0.35
H -0.91580 7.56685 -8.28136  0.39
H 0.95591 8.73181 -7.44986  0.40
H 0.33691 7.82135 -6.07943  0.07
H -1.76820 9.70838 -5.14995  0.18
H -0.74779 11.05435 -4.66247  0.40
H -0.75220 9.59846 -2.80658  0.39
H 0.84513 9.43705 -3.59246  0.32
H 1.46956 7.30542 -3.31746  0.18
H 0.24999 6.02790 -3.29169  0.25
H 0.26327 7.23963 -1.99083  0.34

- E_tot (eV) = -89469.3574
- LUMO energy (spin up / spin down) (eV) = 0.384 / 0.162
- HOMO-LUMO gap (spin up / spin down) (eV) = 8.923 / 9.271
- charge = 0
- relative energy (zero: lowest compared OMol25 entry of this formula, charge and spin) (kJ/mol) = 56.03
- 2S+1 = 2

---

ORCA calculation (the ωB97M-V functional and the def2-TZVPD basis) on a 8-piece molecular cluster, C42H93ClF4O18S overall in a non-equilibrium geometry.

Last column: Mulliken charge in e.
Cartesian coordinates (Å):
C -1.25041 5.13548 0.86052  -0.31
C 0.04290 5.95579 1.05306  -0.92
C -0.11771 7.37902 0.51071  -0.51
C -0.57934 7.45244 -0.95823  -0.99
C -2.01060 7.99498 -1.15518  -0.89
C -2.94616 7.03299 -1.89195  0.46
C -4.36422 7.55053 -1.85552  0.10
O -4.62184 8.64360 -1.43562  -0.54
O -5.39849 6.82922 -2.42200  -0.41
C -5.82110 5.57378 -1.92418  0.17
C -4.91668 4.37897 -2.28518  -1.63
C -4.14187 3.61165 -1.22063  -0.03
C -3.23900 2.55094 -1.87906  -0.87
C -2.89098 1.47265 -0.85282  -1.14
S -1.31812 0.69219 -1.15032  1.12
O -0.43368 1.62734 -1.78007  -0.56
O -0.89083 0.04308 0.05089  -0.47
Cl -1.73150 -0.72905 -2.54439  -0.26
C -6.40234 5.66648 -0.50869  0.75
F -7.28552 4.61906 -0.36909  -0.35
F -7.12852 6.81388 -0.43458  -0.31
C -5.49209 5.59505 0.72298  0.13
F -4.40516 6.39294 0.59206  -0.14
F -6.20852 6.00006 1.80574  -0.33
H -1.41678 4.41105 1.65348  0.44
H -2.10266 5.82228 0.86343  -0.01
H -1.24612 4.65190 -0.11496  -0.04
H 0.84940 5.45264 0.51747  0.32
H 0.26890 5.99313 2.11792  0.37
H -0.81589 7.90842 1.16112  0.37
H 0.84953 7.87237 0.61776  0.17
H 0.11593 8.12795 -1.45685  0.50
H -0.47227 6.48963 -1.46141  0.53
H -1.98233 8.91340 -1.73645  0.52
H -2.42494 8.26090 -0.18505  0.45
H -2.86494 6.01601 -1.50745  -0.48
H -2.63426 7.01723 -2.94004  0.50
H -6.71649 5.39921 -2.52224  0.33
H -5.51415 3.65182 -2.83545  0.71
H -4.19911 4.75358 -3.02005  0.26
H -3.57560 4.25505 -0.54519  0.01
H -4.85678 3.07031 -0.58820  0.71
H -3.79133 2.13162 -2.71728  0.56
H -2.33638 3.04893 -2.22434  0.51
H -2.81127 1.89303 0.14915  0.40
H -3.66744 0.70979 -0.83788  0.52
H -5.17835 4.56797 0.91087  0.23
C 0.10304 -0.67653 2.94063  -0.79
O 0.10977 -1.19406 4.26207  -0.37
C 0.23703 -2.60500 4.31428  -0.51
C 1.64932 -3.03510 4.63982  0.08
O 2.55959 -2.68954 3.60759  -0.40
C 3.31540 -1.52613 3.88577  -0.75
H 0.24068 0.40157 3.00874  0.32
H 0.91028 -1.09715 2.33769  0.32
H -0.85300 -0.87843 2.45146  0.33
H -0.08682 -3.05713 3.37180  0.34
H -0.42832 -2.96226 5.10723  0.24
H 1.66983 -4.12528 4.73924  -0.02
H 1.96738 -2.60340 5.59431  0.30
H 4.09115 -1.73732 4.63044  0.33
H 2.68344 -0.71061 4.24509  0.32
H 3.79547 -1.21732 2.95861  0.26
C 2.07757 -3.72336 -4.42520  -0.67
O 3.00671 -3.05359 -5.26274  -0.39
C 2.50307 -2.77664 -6.55745  -0.35
C 2.05246 -1.33922 -6.69208  -0.83
O 0.93284 -1.06086 -5.86852  -0.16
C 1.26073 -0.38585 -4.66478  -0.22
H 2.45916 -3.67914 -3.40632  0.25
H 1.09335 -3.24912 -4.45210  0.30
H 1.98401 -4.77390 -4.71973  0.28
H 1.67963 -3.45543 -6.80432  0.36
H 3.31603 -2.95841 -7.26864  0.39
H 1.74263 -1.16018 -7.72694  0.40
H 2.88061 -0.66051 -6.46727  0.38
H 1.49219 0.66619 -4.86246  0.33
H 2.10751 -0.85335 -4.15720  0.32
H 0.38718 -0.43721 -4.01877  -0.33
C 2.27007 -9.20031 8.07174  -0.69
O 3.31709 -8.57329 7.35508  -0.37
C 2.98366 -8.27683 6.00898  -0.79
C 2.61323 -6.82253 5.82666  -0.41
O 1.41879 -6.48612 6.51284  -0.32
C 1.64036 -5.81668 7.74240  -0.52
H 2.53237 -9.17082 9.12796  0.25
H 1.31787 -8.68393 7.92893  0.29
H 2.16359 -10.24655 7.76447  0.33
H 2.16776 -8.91940 5.66388  0.36
H 3.86635 -8.49462 5.39990  0.40
H 2.43335 -6.63326 4.76326  0.41
H 3.43492 -6.17621 6.15058  0.39
H 1.95144 -4.78115 7.56403  0.26
H 2.39676 -6.32184 8.34762  0.36
H 0.69794 -5.80476 8.28734  0.07
C 3.98395 -7.40655 -3.86005  -0.77
O 3.23129 -7.04451 -5.00363  -0.39
C 4.01443 -6.46585 -6.03676  0.18
C 4.31608 -7.45849 -7.13642  -0.74
O 5.14715 -8.51498 -6.68460  -0.37
C 4.44118 -9.70852 -6.40089  -0.69
H 3.35301 -8.04078 -3.23940  0.24
H 4.88606 -7.95985 -4.13030  0.35
H 4.26431 -6.51695 -3.28536  0.32
H 4.94129 -6.05035 -5.63128  0.35
H 3.43239 -5.63947 -6.45682  -0.07
H 4.85416 -6.94209 -7.93751  0.37
H 3.38475 -7.85274 -7.55477  0.37
H 4.14313 -10.21128 -7.32748  0.32
H 3.55366 -9.51841 -5.79289  0.29
H 5.11315 -10.36336 -5.84868  0.24
C -4.01337 -1.44997 -9.61406  -0.73
O -2.86311 -0.89322 -9.00631  -0.38
C -2.10287 -1.83465 -8.26375  -0.50
C -0.89343 -2.31396 -9.03238  -0.03
O -1.25216 -3.05997 -10.18455  -0.42
C -1.17172 -2.31671 -11.38631  -0.73
H -4.38770 -0.72465 -10.33474  0.25
H -3.78344 -2.38157 -10.13641  0.32
H -4.79277 -1.63833 -8.86727  0.31
H -2.72463 -2.68625 -7.97042  0.33
H -1.75978 -1.33355 -7.35358  0.31
H -0.31108 -2.97672 -8.38419  0.08
H -0.25835 -1.46512 -9.30506  0.27
H -0.12703 -2.17576 -11.68512  0.32
H -1.65359 -1.34088 -11.29089  0.32
H -1.68211 -2.88786 -12.16003  0.25
C 2.67783 8.58398 3.48039  -0.83
O 2.40011 9.47132 2.41234  -0.19
C 2.60510 10.83582 2.74306  -0.57
C 3.92024 11.35452 2.20697  -0.52
O 5.02968 10.72177 2.82269  -0.38
C 5.61025 9.70121 2.03195  -0.64
H 2.72329 7.57725 3.06696  0.22
H 3.63273 8.81394 3.95818  0.41
H 1.88005 8.62070 4.23037  0.29
H 2.55377 10.98102 3.82624  0.36
H 1.79002 11.40638 2.28709  0.37
H 3.99203 12.42425 2.42626  0.37
H 3.95963 11.22950 1.12047  0.32
H 6.19106 10.13250 1.20935  0.32
H 4.85401 9.02651 1.62393  0.24
H 6.28153 9.13205 2.67274  0.24
C -3.30625 -3.16667 11.43958  -0.66
O -3.81045 -2.77917 10.17492  -0.37
C -2.81976 -2.25354 9.30667  -0.68
C -2.36261 -3.27366 8.28887  -0.14
O -1.68724 -4.36358 8.89683  -0.29
C -2.49478 -5.51854 9.03817  -0.91
H -4.07529 -3.76006 11.93123  0.24
H -2.40000 -3.76948 11.34539  0.26
H -3.09234 -2.28706 12.05646  0.32
H -1.96421 -1.88178 9.87872  0.36
H -3.26678 -1.40600 8.77830  0.36
H -1.65620 -2.79364 7.60399  0.12
H -3.21387 -3.62884 7.70034  0.37
H -2.62866 -6.01666 8.07173  0.32
H -3.47339 -5.27787 9.45937  0.47
H -1.97847 -6.19946 9.71346  0.24

- E_tot (eV) = -116135.5231
- LUMO energy (eV) = -0.020
- HOMO-LUMO gap (eV) = 9.105
- SMILES = CCCCCCC(=O)O[C@@H](CCCCS(=O)(=O)Cl)C(F)(F)C(F)F.COCCOC.COCCOC.COCCOC.COCCOC.COCCOC.COCCOC.COCCOC
- charge = 0

---

Question: Which of these has the highest E_tot?
Answer: C42H91F3NO17

---

Question: What is the E_tot in the second record?
Answer: -116135.5231 eV